# 1
ORCA calculation (wB97M-V/def2-TZVPD) on a cluster of 2 separate species, CHF3O3PS in total.

The geometry in XYZ format:
```
10
Properties=species:S:1:pos:R:3:forces:R:3
C 2.75839 0.62811 0.34227 -1.04 -0.53 -0.55
O -0.22872 -2.29590 -0.51269 0.53 -0.75 0.09
O 0.60722 -0.07128 -0.89755 -1.59 2.28 -1.52
O -0.38370 -1.05864 1.75299 1.34 -2.09 -0.48
F 3.52020 0.16601 1.38484 0.64 -0.34 -0.35
F 2.61910 1.93316 0.65512 0.23 1.55 0.21
F 3.56246 0.64741 -0.82956 1.28 0.14 0.32
P 0.36939 -2.23558 1.13386 -2.06 2.22 1.23
S 1.16179 -1.46702 -0.75582 0.45 -2.72 -0.55
H 1.46045 0.44386 -0.62057 0.23 0.24 1.60
```
Forces are in eV/Å.

HOMO level	-4.3	eV
charge	-1
largest force on an atom	0.06363	hartree/bohr
frontier orbital gap	7.7296	eV
E_tot	-35472.074	eV

# 2
ORCA calculation (wB97M-V/def2-TZVPD) on a cluster of 2 separate species, C4H10O in total.

The geometry in XYZ format:
```
15
Properties=species:S:1:pos:R:3:forces:R:3
C 1.58406 -0.20170 1.21968 -1.61 -0.46 0.92
C 0.98789 0.63076 0.10821 0.34 0.29 -0.51
C -0.31534 -0.03913 -0.10387 -0.23 -0.30 -0.52
O -1.31075 0.64962 -0.69234 -0.17 0.21 -0.23
C -2.40604 -0.11467 -1.19418 0.05 -0.02 0.07
H 1.90784 -1.21631 0.99070 0.13 0.17 0.00
H 3.05390 0.16464 0.55520 0.32 0.01 0.03
H 1.98450 0.28220 2.10772 0.13 -0.10 -0.18
H 1.66991 0.67938 -0.78296 -0.56 0.02 0.34
H 0.83963 1.65841 0.45788 0.01 -0.17 -0.09
H 0.38863 -0.48167 1.62668 1.35 0.13 -0.06
H -0.30919 -1.11417 -0.31472 0.03 0.16 0.09
H -3.10876 0.58830 -1.65055 0.20 -0.14 0.13
H -2.06364 -0.83390 -1.95018 -0.03 0.13 0.14
H -2.90262 -0.65179 -0.37726 0.07 0.07 -0.11
```
Forces are in eV/Å.

HOMO level (spin up / spin down)	-7.1 / -7.8	eV
largest force on an atom	0.03722	hartree/bohr
frontier orbital gap (spin up / spin down)	7.3323 / 8.7569	eV
E_tot	-6351.302	eV